Computed, not measured: C5H8O2 in the gas phase, with ωB97M-V/def2-TZVPD.

Element x y z (Å)
H -2.254 -0.919 -0.777
C 0.341 1.114 0.603
C -0.527 -0.074 0.189
C 0.667 -1.026 0.031
H -1.478 0.568 1.766
H 2.081 1.750 -0.616
H -1.248 0.126 -1.813
O -0.950 -0.220 1.556
H 2.377 0.086 1.101
O 1.894 0.820 -0.827
C 1.537 0.176 0.403
C -1.652 -0.004 -0.804
H -2.298 0.855 -0.586
H 0.653 -1.849 0.750
H 0.856 -1.404 -0.977

energy above the lowest of the compared OMol25 structures with the same formula, charge and spin: 111.9 kcal/mol
E: -9404.981 eV
LUMO level: 0.425 eV

Löwdin population analysis, charges in e, atoms 1 to 8: atom 1 (H): 0.090, atom 2 (C): 0.197, atom 3 (C): -0.604, atom 4 (C): -0.046, atom 5 (H): 0.107, atom 6 (H): 0.100, atom 7 (H): 0.090, atom 8 (O): 0.004

Computed, not measured: C5H8O2 in the gas phase, with ωB97M-V/def2-TZVPD.

Element x y z (Å)
H 0.470 -1.422 0.781
H -1.859 0.435 0.350
H -0.799 -1.347 -2.114
O 1.604 1.630 -1.368
C -0.490 -1.278 0.201
C -0.050 -1.416 -1.240
H -0.904 0.180 1.899
H -1.317 -1.862 0.664
H -0.261 2.282 -0.873
C 0.575 0.875 0.714
C 0.640 1.674 -0.649
H 0.763 1.594 1.652
O 1.079 -1.861 -1.537
H 1.426 0.298 0.720
C -0.876 0.218 0.799

energy above the lowest of the compared OMol25 structures with the same formula, charge and spin: 69.6 kcal/mol
SMILES string: O=CCCCC=O
E: -9406.815 eV
LUMO level: 0.317 eV

Löwdin population analysis, charges in e, atoms 1 to 8: atom 1 (H): 0.111, atom 2 (H): 0.108, atom 3 (H): 0.138, atom 4 (O): 0.052, atom 5 (C): -0.156, atom 6 (C): -0.245, atom 7 (H): 0.093, atom 8 (H): 0.116

Computed, not measured: a molecular structure, C5H8O2, with ωB97M-V/def2-TZVPD.

Element x y z (Å)
H -1.100 2.049 0.335
C -0.084 -0.092 -0.290
H 0.150 -1.798 -1.454
C -0.487 1.169 0.516
H 1.280 1.552 -0.656
C -0.703 -0.812 0.883
H 0.586 -0.360 -2.343
O 1.940 0.728 1.096
C -0.148 -0.754 -1.637
H 1.514 0.425 1.910
H -1.717 -1.141 0.614
C 0.929 0.928 0.166
O -0.799 0.389 1.673
H -0.152 -1.644 1.342
H -1.148 -0.767 -2.086

energy above the lowest of the compared OMol25 structures with the same formula, charge and spin: 63.6 kcal/mol
E: -9407.075 eV
LUMO level: 0.908 eV

Löwdin population analysis, charges in e, atoms 1 to 8: atom 1 (H): 0.150, atom 2 (C): -0.316, atom 3 (H): 0.088, atom 4 (C): -0.141, atom 5 (H): 0.161, atom 6 (C): -0.127, atom 7 (H): 0.078, atom 8 (O): 0.018

Computed, not measured: a molecular structure, C5H8O2, with ωB97M-V/def2-TZVPD.

Element x y z (Å)
H -0.535 -1.239 -1.353
C -0.698 0.178 0.251
H 0.303 2.156 -0.435
C -1.317 -0.785 -0.726
H 1.473 1.156 1.842
C 1.131 0.556 1.012
O 0.154 -0.459 1.243
H 2.581 1.015 -0.575
H -1.987 -0.217 -1.382
C 0.418 1.111 -0.181
C 1.734 0.380 -0.333
H -1.478 0.717 0.800
H 1.767 -0.621 -0.760
O -2.094 -1.752 -0.057
H -1.517 -2.137 0.617

energy above the lowest of the compared OMol25 structures with the same formula, charge and spin: 61.2 kcal/mol
E: -9407.179 eV
LUMO level: 1.046 eV

Löwdin population analysis, charges in e, atoms 1 to 8: atom 1 (H): 0.126, atom 2 (C): -0.281, atom 3 (H): 0.134, atom 4 (C): -0.215, atom 5 (H): 0.148, atom 6 (C): -0.248, atom 7 (O): -0.042, atom 8 (H): 0.109

Computed, not measured: a molecular structure, C5H8O2, with ωB97M-V/def2-TZVPD.

Element x y z (Å)
C 0.001 0.437 -0.125
C 0.091 -0.009 -1.544
H -1.742 0.823 1.201
H -0.147 -1.645 -2.527
C 1.097 0.097 0.937
O 0.001 -1.405 -1.608
C -1.055 0.022 0.920
O 0.053 -0.707 3.069
C 0.075 -0.302 1.930
H -1.604 -0.864 0.597
H -0.083 1.619 -0.263
H 1.040 0.370 -1.969
H 0.867 1.259 0.604
H -0.736 0.502 -2.056
H 2.142 -0.198 0.834

energy above the lowest of the compared OMol25 structures with the same formula, charge and spin: 92.0 kcal/mol
E: -9405.843 eV
LUMO level: 0.488 eV

Löwdin population analysis, charges in e, atoms 1 to 8: atom 1 (C): -0.354, atom 2 (C): -0.256, atom 3 (H): 0.119, atom 4 (H): 0.094, atom 5 (C): -0.026, atom 6 (O): -0.034, atom 7 (C): -0.033, atom 8 (O): 0.071

Computed, not measured: a molecular structure, C5H8O2, with ωB97M-V/def2-TZVPD.

Element x y z (Å)
C 1.379 0.214 -1.827
C 0.244 -0.410 0.223
H -0.869 -0.308 -1.802
H -1.631 0.762 2.730
H 2.265 -0.325 -1.501
H -1.985 -0.085 1.536
H -0.671 -2.205 0.794
H 0.222 -1.264 2.140
O 0.960 0.753 0.463
O -2.391 0.474 2.213
H 0.470 2.207 -1.073
H 1.345 0.476 -2.880
C 0.025 -0.116 -1.222
C -0.091 -1.343 1.104
C 0.729 1.170 -0.898

energy above the lowest of the compared OMol25 structures with the same formula, charge and spin: 67.4 kcal/mol
E: -9406.911 eV
LUMO level: 0.933 eV

Löwdin population analysis, charges in e, atoms 1 to 8: atom 1 (C): -0.034, atom 2 (C): -0.347, atom 3 (H): 0.141, atom 4 (H): 0.032, atom 5 (H): 0.120, atom 6 (H): -0.008, atom 7 (H): 0.074, atom 8 (H): 0.077

Computed, not measured: 2 unconnected molecules or ions with the total composition C5H8O2, with ωB97M-V/def2-TZVPD.

Element x y z (Å)
C -0.337 -0.071 -1.506
O -1.304 0.508 -0.729
H 0.087 -3.436 -0.330
H -1.342 2.104 0.563
H 1.120 1.963 1.164
C 0.629 1.080 0.765
H -0.419 -0.723 1.481
O 1.508 0.342 -0.036
C -0.389 0.357 1.604
H -0.613 0.720 2.603
H 1.682 -0.630 -1.826
H -0.735 -0.485 -2.424
C -0.821 1.163 0.410
C 0.953 -0.147 -1.188
H 0.025 -2.743 -0.596

energy above the lowest of the compared OMol25 structures with the same formula, charge and spin: 79.7 kcal/mol
SMILES string: C1=CO[C@@H]2C[C@@H]2O1.[H][H]
E: -9406.376 eV
LUMO level: 1.059 eV

Löwdin population analysis, charges in e, atoms 1 to 8: atom 1 (C): -0.139, atom 2 (O): -0.032, atom 3 (H): 0.036, atom 4 (H): 0.153, atom 5 (H): 0.153, atom 6 (C): -0.238, atom 7 (H): 0.121, atom 8 (O): -0.032

Computed, not measured: a molecular structure, C5H8O2, with ωB97M-V/def2-TZVPD.

Element x y z (Å)
C 0.732 0.315 -0.399
H -1.478 0.417 -1.003
C -0.186 -0.298 0.664
H 0.613 -1.194 -2.779
H 0.849 -1.000 2.360
C 0.968 -1.112 -0.738
O -0.128 -1.551 -0.053
H -0.845 1.700 0.176
H -0.901 -0.807 2.611
H 0.112 -0.775 -3.151
H 1.709 1.827 -1.025
O 1.724 1.255 -0.247
C -0.016 -0.368 2.139
C -0.750 0.700 -0.244
H 0.152 0.633 2.544

energy above the lowest of the compared OMol25 structures with the same formula, charge and spin: 136.0 kcal/mol
E: -9403.933 eV
LUMO level: 0.613 eV

Löwdin population analysis, charges in e, atoms 1 to 8: atom 1 (C): -0.445, atom 2 (H): 0.119, atom 3 (C): -0.415, atom 4 (H): 0.024, atom 5 (H): 0.100, atom 6 (C): 0.045, atom 7 (O): -0.031, atom 8 (H): 0.129

Computed, not measured: a molecular structure, C5H8O2, with ωB97M-V/def2-TZVPD.

Element x y z (Å)
C 1.023 0.314 -1.144
O 2.315 0.555 -0.562
H -0.269 0.761 0.766
H 1.039 -0.507 -1.870
H 0.630 1.223 -1.617
C 1.888 0.170 0.752
H -2.706 0.728 -0.208
H -2.063 -0.773 -0.990
O -0.171 -1.215 0.594
H 2.052 0.954 1.500
C -1.191 -0.287 1.003
C -2.283 -0.268 -0.041
H -3.062 -0.841 0.480
C 0.470 -0.041 0.245
H 2.329 -0.775 1.091

energy above the lowest of the compared OMol25 structures with the same formula, charge and spin: 137.0 kcal/mol
E: -9403.890 eV
LUMO level: 0.948 eV

Löwdin population analysis, charges in e, atoms 1 to 8: atom 1 (C): -0.086, atom 2 (O): -0.096, atom 3 (H): 0.150, atom 4 (H): 0.130, atom 5 (H): 0.126, atom 6 (C): -0.091, atom 7 (H): 0.079, atom 8 (H): 0.081

Computed, not measured: C5H8O2 in the gas phase, with ωB97M-V/def2-TZVPD.

Element x y z (Å)
C -1.675 0.835 -0.259
H -1.494 -1.430 -0.273
C 2.136 -0.181 0.408
O 0.073 0.060 -1.661
H 2.779 -0.641 1.183
H 0.594 0.560 1.701
C -0.255 0.354 -0.325
H 1.026 0.193 -1.785
H -1.489 -0.621 1.364
C 0.716 -0.060 0.809
C -1.413 -0.509 0.275
O 2.578 0.076 -0.691
H 0.548 -1.096 1.218
H -2.142 0.803 -1.238
H -2.001 1.627 0.397

energy above the lowest of the compared OMol25 structures with the same formula, charge and spin: 73.6 kcal/mol
SMILES string: O=CCC1(O)CC1
E: -9406.639 eV
LUMO level: 0.823 eV

Löwdin population analysis, charges in e, atoms 1 to 8: atom 1 (C): -0.071, atom 2 (H): 0.115, atom 3 (C): -0.239, atom 4 (O): 0.001, atom 5 (H): 0.126, atom 6 (H): 0.139, atom 7 (C): -0.411, atom 8 (H): 0.074

Computed, not measured: a molecular structure, C5H8O2, with ωB97M-V/def2-TZVPD.

Element x y z (Å)
C -0.159 1.327 -0.362
H 2.863 0.475 0.936
H 0.989 1.109 -1.144
O 1.048 -0.316 0.777
C -1.353 -0.824 0.872
C 2.083 0.280 0.215
O 2.286 0.559 -0.963
H -0.391 2.033 0.488
C -0.259 -0.068 0.174
H -1.081 -1.521 1.666
H -0.863 1.556 -1.144
H -1.571 -0.946 -1.358
H -0.365 -2.129 -0.646
C -0.919 -1.204 -0.527
H -2.309 -0.330 1.018

energy above the lowest of the compared OMol25 structures with the same formula, charge and spin: 79.0 kcal/mol
E: -9406.406 eV
LUMO level: 0.998 eV

Löwdin population analysis, charges in e, atoms 1 to 8: atom 1 (C): -0.058, atom 2 (H): 0.147, atom 3 (H): 0.170, atom 4 (O): 0.048, atom 5 (C): -0.053, atom 6 (C): -0.315, atom 7 (O): 0.038, atom 8 (H): 0.095

Computed, not measured: C5H8O2 in the gas phase, with ωB97M-V/def2-TZVPD.

Element x y z (Å)
C -1.870 0.191 -0.322
C 0.120 -0.139 0.523
H -0.761 1.940 0.635
C -0.606 1.100 -0.040
C 1.462 -0.532 -0.040
O 2.405 0.431 0.381
H 1.705 -1.542 0.324
H -2.161 0.456 -1.338
H -0.085 1.502 -0.929
H -2.768 0.284 0.306
O -1.218 -2.194 -0.016
H 1.399 -0.581 -1.141
H 3.258 0.195 -0.003
C -1.043 -1.011 0.044
H 0.164 -0.101 1.615

energy above the lowest of the compared OMol25 structures with the same formula, charge and spin: 32.7 kcal/mol
SMILES string: O=C1CC[C@@H]1CO
E: -9408.414 eV
LUMO level: 0.834 eV

Löwdin population analysis, charges in e, atoms 1 to 8: atom 1 (C): -0.069, atom 2 (C): -0.236, atom 3 (H): 0.104, atom 4 (C): -0.111, atom 5 (C): -0.242, atom 6 (O): -0.052, atom 7 (H): 0.130, atom 8 (H): 0.111

Q: Which of these has the lowest E?
A: number 12